Density functional theory data (wB97M-V/def2-TZVPD) for the molecule C6H11NO.

Geometry as XYZ:
```
19
Properties=species:S:1:pos:R:3:forces:R:3:mulliken_charge:R:1
C -0.6254 -1.2176 1.1812 1.8810 -1.5750 -0.3143 -1.44
C -0.4141 -0.6683 -0.3039 -2.2924 0.2306 3.0117 0.66
C -1.8594 -0.4540 -0.7841 1.3469 1.6479 0.5484 -0.68
C -1.0644 0.8177 -0.4109 0.9173 -0.6022 -1.4122 -0.20
N -0.3971 1.6016 0.6424 0.3648 -0.9045 1.0446 -0.49
C 1.0773 1.2180 0.2484 -2.4010 2.4931 -2.9676 -0.74
C 0.9552 -0.1520 -0.5619 0.3921 1.9969 -2.9574 0.06
O 2.1000 -0.8562 -0.2547 -1.7629 -6.4828 0.5644 -0.59
H 0.3459 -1.1577 1.8255 -1.9010 0.2887 -0.8922 0.28
H -1.5481 -0.8779 1.6703 0.5943 0.4679 0.0714 0.41
H -0.8189 -2.3409 1.0930 0.3729 1.2604 -0.0215 0.33
H -2.1126 -0.6215 -1.8054 -0.2499 0.5314 -0.7163 0.27
H -2.6568 -0.6574 -0.0990 -0.0088 -1.0325 0.2664 0.22
H -0.7347 1.3190 -1.3747 -0.3268 -0.8096 1.1037 0.30
H -0.6371 1.3332 1.6359 0.3822 0.0792 -1.6890 0.34
H 1.8040 1.1720 1.0616 -0.1707 0.3589 -0.1679 0.37
H 1.2446 2.0977 -0.6325 0.4185 -2.3231 2.7407 0.27
H 1.0421 -0.0199 -1.7005 -0.4330 0.6429 1.3142 0.23
H 1.6355 -1.8705 -0.3466 2.8766 3.7319 0.4727 0.40
```
Forces are in eV/Å.

ΔE to the lowest compared entry with this formula, charge and spin	611.2	kJ/mol
F_max	6.7	eV/A
E	-9932.1194	eV
SMILES	C[C@@]12C[C@H]1NC[C@H]2O
lowest unoccupied orbital energy	0.762	eV
HOMO level	-0.297	Eh
gap between HOMO and LUMO	0.32511	hartree
net charge	0

---

Density functional theory data (wB97M-V/def2-TZVPD) for the molecule C6H11NO.

Geometry as XYZ:
```
19
Properties=species:S:1:pos:R:3:forces:R:3:mulliken_charge:R:1
C 1.8445 -0.3250 0.8118 0.0423 0.0479 0.0283 -1.34
C -0.7917 -1.5715 -0.7642 0.0316 0.1165 0.0578 -1.50
C 0.5918 1.3863 -0.5182 -0.1841 0.1541 -0.0648 0.28
C 0.6572 0.2931 0.1534 -0.2720 -0.2125 0.0323 -0.13
C -0.7495 -0.4321 0.2510 0.0758 -0.0437 0.1085 1.50
N 0.8589 2.5357 -1.0781 -0.2308 -0.1718 0.0224 -0.36
C -1.2462 -0.6962 1.5193 0.1583 -0.0053 -0.1194 -1.40
O -1.4491 0.8855 -0.4964 0.2623 0.0760 -0.1756 -0.56
H -2.1961 0.6345 -1.0650 0.1451 0.0191 0.0687 0.24
H 1.0035 2.5793 -2.0778 -0.0066 -0.0629 0.0885 0.26
H 0.4893 3.3800 -0.6597 0.0824 -0.1042 0.0366 0.27
H 2.1665 -1.2044 0.2462 -0.0513 0.0636 0.0098 0.28
H 2.6872 0.3600 0.9044 -0.0404 -0.0228 -0.0142 0.39
H 1.5207 -0.6676 1.7986 -0.0183 0.0375 -0.0757 0.34
H -0.5598 -1.2122 -1.7680 -0.0054 0.0077 0.0105 0.38
H -1.7855 -2.0214 -0.7752 0.0342 0.0325 0.0364 0.40
H -0.0710 -2.3491 -0.5027 -0.0232 0.0371 0.0046 0.35
H -1.7312 -1.6386 1.7319 -0.0493 0.0203 -0.0730 0.26
H -1.2395 0.0638 2.2886 0.0494 0.0109 0.0184 0.33
```
Forces are in eV/Å.

ΔE to the lowest compared entry with this formula, charge and spin	534.6	kJ/mol
F_max	0.3	eV/A
E	-9932.9140	eV
lowest unoccupied orbital energy	0.403	eV
HOMO level	-0.216	Eh
gap between HOMO and LUMO	0.23095	hartree
net charge	0

---

Density functional theory data (wB97M-V/def2-TZVPD) for a structure of composition C6H11NO.

Geometry as XYZ:
```
19
Properties=species:S:1:pos:R:3:forces:R:3:mulliken_charge:R:1
C 0.4701 -1.0080 1.0195 1.6851 -5.4537 7.6617 -1.17
C 0.3610 -0.4592 -0.2437 -0.3572 0.7157 -2.1549 0.94
C -0.8545 -0.7812 -0.9896 -2.3828 0.6508 -1.5550 -0.85
C -1.7476 0.1578 -0.0573 -3.3361 -4.2034 0.1986 -0.59
C 0.2705 0.9899 -0.1136 2.5172 0.3006 -2.2585 0.12
C 1.8875 0.8869 -0.0863 2.4873 -0.4281 0.4843 -0.51
H 0.9643 -0.4054 1.8506 0.2519 -0.3845 -1.6498 0.28
H 1.1135 -2.1337 1.0531 -2.1830 3.1587 -0.1867 0.21
H -0.4745 -1.0574 1.6126 0.5218 -0.9318 -0.8779 0.28
H -1.2218 -1.8077 -1.0187 0.0070 -0.0178 0.5579 0.35
H -0.9822 -0.4452 -2.0682 1.0685 -0.0542 1.2234 0.29
H -2.7421 0.2728 -0.6010 1.1475 0.4382 1.1991 0.36
H -1.8613 -0.7313 0.8427 -0.8224 3.2100 -1.9095 0.12
H -1.1244 2.2613 0.2945 -1.9509 1.5267 -0.4155 0.27
H 0.2111 1.1479 -1.1600 0.5379 1.3706 -1.4503 0.37
H 2.5642 1.6092 -0.7205 -1.7671 -1.2220 1.0520 0.27
H 2.5783 0.5883 0.8710 -2.1469 0.9459 -1.9815 0.20
N -1.0017 1.3014 0.3425 0.7368 -0.6642 2.9771 -0.37
O 1.5895 -0.3867 -0.8275 3.9854 1.0424 -0.9144 -0.56
```
Forces are in eV/Å.

ΔE to the lowest compared entry with this formula, charge and spin	666.6	kJ/mol
F_max	9.6	eV/A
E	-9931.5455	eV
lowest unoccupied orbital energy	0.907	eV
HOMO level	-0.307	Eh
gap between HOMO and LUMO	0.34024	hartree
net charge	0

---

Density functional theory data (wB97M-V/def2-TZVPD) for the molecule C6H11NO.

Geometry as XYZ:
```
19
Properties=species:S:1:pos:R:3:forces:R:3:mulliken_charge:R:1
C -2.6421 0.2278 0.8284 -0.2296 0.1550 -0.4441 -1.01
C -1.3996 0.0096 0.4463 0.3057 2.7559 -2.2631 0.58
C -0.2675 -0.6716 0.8775 2.1191 -0.2689 -0.5582 -0.72
C 0.9564 -0.0232 0.6926 -0.5049 -1.7653 2.0589 0.85
C 2.1818 -0.8378 0.3950 0.1234 0.0298 -0.0050 -1.39
N 1.1626 1.2516 1.1235 -0.1057 0.3089 -1.0301 -0.43
O -0.8169 0.9046 -0.8933 -2.1735 -1.2179 2.3047 -0.46
C -0.6078 0.1233 -2.0369 -0.2614 -0.3067 -0.5291 -0.68
H -3.3596 0.6930 0.1640 0.1117 0.1193 0.1055 0.27
H -2.9771 -0.0757 1.8145 0.1067 -0.1976 -0.1591 0.28
H -0.3082 -1.7552 0.9093 0.2059 0.0590 -0.1299 0.30
H 2.9720 -0.2268 -0.0475 -0.0243 -0.0079 0.0542 0.44
H 2.5717 -1.2751 1.3193 0.0220 0.0426 -0.0905 0.31
H 1.9385 -1.6426 -0.3021 0.0469 0.1125 0.1529 0.33
H 1.9399 1.7401 0.6976 -0.1157 -0.0026 0.0518 0.25
H 0.3217 1.8181 1.1766 0.1708 -0.0871 0.0594 0.27
H -0.8667 -0.9457 -1.9342 0.1717 0.3017 0.2672 0.32
H 0.4377 0.1865 -2.3736 -0.0706 -0.0237 0.1010 0.22
H -1.2367 0.4988 -2.8570 0.1017 -0.0068 0.0536 0.26
```
Forces are in eV/Å.

ΔE to the lowest compared entry with this formula, charge and spin	351.3	kJ/mol
F_max	3.6	eV/A
E	-9934.8131	eV
SMILES	C=C(/C=C(/C)N)OC
lowest unoccupied orbital energy	0.894	eV
HOMO level	-0.280	Eh
gap between HOMO and LUMO	0.31320	hartree
net charge	0

---

Density functional theory data (wB97M-V/def2-TZVPD) for a cluster of 2 separate species, C6H11NO in total.

Geometry as XYZ:
```
19
Properties=species:S:1:pos:R:3:forces:R:3:mulliken_charge:R:1
C 0.9114 -1.7722 -1.2682 0.0179 0.0800 0.0574 -1.47
C 0.4759 -0.4487 -0.6630 -1.3088 0.6988 -1.3721 0.04
C 0.4425 -0.3318 0.8055 -0.6225 1.1511 1.0849 0.85
C 0.4587 -1.5801 1.6365 0.1359 0.0917 0.1949 -1.29
O 0.2974 0.7710 1.3579 0.5958 -1.8637 -0.1483 -0.72
H 1.9355 -2.0218 -0.9930 0.0722 -0.0463 0.0176 0.34
H 0.2679 -2.5916 -0.9543 -0.0362 -0.0606 -0.0336 0.31
H 0.8717 -1.7072 -2.3531 -0.0367 -0.0411 -0.0393 0.41
H 1.0503 0.3883 -1.0687 0.2496 -0.0534 0.1360 0.36
H -0.5840 -0.1270 -1.0313 1.6733 -0.9944 0.7542 0.19
H -0.3813 -2.2180 1.3614 -0.0374 -0.0177 -0.0922 0.33
H 1.3686 -2.1473 1.4460 0.0451 -0.0803 -0.0091 0.33
H 0.3880 -1.3294 2.6919 0.0270 0.0306 -0.0318 0.37
C -1.0902 2.8987 0.1070 1.5355 -0.6468 2.3342 -0.70
C -1.7071 2.0236 -0.8123 -0.3955 -2.1245 -1.1361 0.48
N -1.9783 1.0808 -1.4312 -0.5575 1.3626 0.1187 -0.63
H -0.3815 2.0776 0.7793 -1.4833 2.5416 -1.9035 0.27
H -1.8106 3.3491 0.7867 -0.0698 0.0556 -0.0272 0.30
H -0.5347 3.6861 -0.3970 0.1955 -0.0832 0.0952 0.26
```
Forces are in eV/Å.

ΔE to the lowest compared entry with this formula, charge and spin	165.0	kJ/mol
F_max	3.5	eV/A
E	-9936.7443	eV
SMILES	CCC(C)=O.CC#N
lowest unoccupied orbital energy	0.870	eV
HOMO level	-0.359	Eh
gap between HOMO and LUMO	0.39071	hartree
net charge	0

---

Density functional theory data (wB97M-V/def2-TZVPD) for a structure of composition C6H11NO10Rb.

Geometry as XYZ:
```
29
Properties=species:S:1:pos:R:3:forces:R:3:mulliken_charge:R:1
Rb -9.7855 -21.0277 3.8181 0.5503 0.0643 -0.3946 1.07
C -8.4414 -21.0847 7.0221 0.9571 -0.3753 0.9289 -0.54
C -6.9169 -21.4381 7.1868 -1.3253 3.6979 -0.1320 0.57
O -6.1238 -20.5243 7.1565 -0.5099 -3.3818 0.3970 -0.43
N -6.5705 -22.9135 7.5433 0.7164 1.9635 -2.3517 0.10
H -6.4966 -23.0584 8.5401 0.3169 0.0432 0.2326 0.39
H -7.2810 -23.5189 7.1576 -2.0082 -0.6310 -0.3669 0.30
C -5.3643 -23.3421 6.7305 0.7493 -0.9270 1.9763 -0.87
H -8.6018 -20.0140 6.8957 0.8429 -0.0167 -0.8857 0.33
H -8.8486 -21.1493 8.0311 -0.3212 -0.9751 0.1553 0.39
H -8.9887 -21.6963 6.3048 0.1790 -0.2390 0.5011 -0.30
H -5.3884 -23.1333 5.6609 -0.4565 0.3310 0.2070 0.33
H -5.3732 -24.4168 6.9124 0.2788 -0.0817 -0.5088 0.41
H -4.5057 -22.9428 7.2703 0.1301 0.1955 -0.6250 0.35
O -10.3762 -23.6142 5.1228 -1.3916 2.6536 1.5392 -0.48
C -9.4482 -24.5276 5.3762 3.3945 -4.8433 -2.4972 0.59
O -9.4422 -25.4403 4.4759 -0.4335 1.1077 1.7307 -0.71
O -8.5578 -24.4790 6.2854 -1.2435 1.7908 0.1682 -0.79
H -10.9193 -24.0636 4.4710 -0.0297 -0.2189 -0.3940 0.28
O -6.8130 -24.2925 3.5105 0.9705 -0.8536 0.2883 -0.46
C -6.6234 -23.0961 2.9045 5.0213 0.7752 -2.1879 0.48
O -7.4863 -22.2423 2.9161 -4.1352 1.9376 1.2551 -0.59
O -5.4964 -22.8618 2.3329 -1.5855 -1.8692 1.3744 -0.76
H -7.5281 -24.3104 4.1508 -0.5295 0.0901 -0.3106 0.33
O -7.7890 -18.9177 4.8131 -1.3037 -4.3018 1.3620 -0.34
C -7.5875 -17.6842 4.4602 1.4193 6.4973 -0.9903 0.63
O -7.9127 -16.7787 5.3017 0.0734 -1.7523 -1.1333 -0.77
O -7.0238 -17.5336 3.3270 -0.8562 -0.3078 1.0528 -0.75
H -7.3969 -19.4042 4.0843 0.5296 -0.3729 -0.3909 0.25
```
Forces are in eV/Å.

ΔE to the lowest compared entry with this formula, charge and spin	49.7	kJ/mol
F_max	6.7	eV/A
E	-29022.5244	eV
lowest unoccupied orbital energy	1.348	eV
HOMO level	-0.167	Eh
gap between HOMO and LUMO	0.21677	hartree
net charge	-1

---

Density functional theory data (wB97M-V/def2-TZVPD) for a structure of composition C6H11NO10Rb.

Geometry as XYZ:
```
29
Properties=species:S:1:pos:R:3:forces:R:3:mulliken_charge:R:1
Rb -2.4000 -0.9779 0.3616 -0.8355 -0.1216 -0.5356 0.96
C 6.3070 1.9636 1.5813 -1.1703 0.1378 0.3241 -1.01
C 5.4054 0.7252 1.3995 1.9092 -1.5241 -0.6875 0.57
O 5.7670 -0.4195 1.4103 -1.1286 1.9702 0.4137 -0.38
N 4.0000 0.9852 0.7393 0.5202 0.6664 0.7058 -0.21
H 4.0303 1.8917 0.2950 -0.1456 0.6375 -0.0780 0.38
H 3.8838 0.3412 -0.0301 -0.0749 -0.7651 -0.2037 0.35
C 2.8522 0.9131 1.7449 1.4357 -0.6884 -0.4655 -0.80
H 5.8949 2.7987 2.1477 -0.8112 -0.0597 -0.2310 0.37
H 6.4311 2.2989 0.5516 0.4245 0.1965 -0.0315 0.34
H 7.2499 1.8450 2.1150 -0.0229 -1.0217 -0.5223 0.34
H 3.1822 1.5831 2.5388 -0.7749 0.1133 -0.0011 0.33
H 2.9209 -0.1190 2.0887 -0.4576 0.1186 0.1929 0.35
H 1.9205 1.1184 1.2178 0.1320 0.2266 0.3408 0.38
O -6.5464 1.4926 3.5060 -1.6113 2.6343 1.3301 -0.59
C -6.9733 0.4454 2.7884 -4.8448 -0.6702 -2.4067 0.68
O -8.0996 0.3300 2.3408 -0.9358 0.0930 0.1838 -0.69
O -5.9873 -0.2955 2.6066 2.4280 -3.1076 -1.0774 -0.80
H -5.8274 0.8881 3.3082 5.4018 1.1259 2.0039 0.42
O 0.4836 -0.1515 -2.4575 1.2092 -1.1595 3.0443 -0.45
C 0.1546 0.3632 -3.6253 -4.1069 3.3069 -4.8029 0.63
O -0.9289 0.9996 -3.7340 0.6315 -0.6007 1.6281 -0.72
O 0.9185 0.1824 -4.5882 1.8373 -0.8231 0.3453 -0.73
H 1.3312 -0.4848 -2.7608 0.6630 -0.7385 0.3944 0.28
O -4.6482 -3.6586 -4.0655 1.3018 0.1357 -0.2479 -0.49
C -5.4771 -3.8593 -3.0356 -5.6944 -1.1489 0.8098 0.66
O -5.0711 -3.5591 -1.8810 1.9509 0.4443 0.6552 -0.77
O -6.6086 -4.2406 -3.2862 -1.3642 -0.8919 -0.5307 -0.73
H -4.1653 -3.3996 -3.2772 4.1340 1.5139 -0.5504 0.34
```
Forces are in eV/Å.

ΔE to the lowest compared entry with this formula, charge and spin	659.1	kJ/mol
F_max	7.1	eV/A
E	-29016.2089	eV
lowest unoccupied orbital energy	-1.894	eV
HOMO level	-0.136	Eh
gap between HOMO and LUMO	0.06607	hartree
net charge	-1

---

Density functional theory data (wB97M-V/def2-TZVPD) for a structure of composition C6H11NO2.

Geometry as XYZ:
```
20
Properties=species:S:1:pos:R:3:forces:R:3:mulliken_charge:R:1
C 0.9616 0.2026 0.3434 -0.3821 0.0328 -6.3221 -0.84
C -0.9666 -1.1597 0.8228 0.3910 -0.0176 0.3901 -1.00
C 0.4980 -0.7665 -2.3900 0.2962 0.0676 -0.4134 -1.15
N -0.2489 0.1020 0.9087 -0.4508 1.2929 5.9234 -0.07
C 0.3971 0.4477 2.7598 -1.5729 -0.9224 0.3380 0.60
C 0.2089 0.3721 -1.4818 2.0162 0.0134 2.2441 0.59
C -0.3661 1.5269 -1.7766 0.2885 -0.0029 0.0724 -0.89
O -0.6927 1.0064 3.3402 0.6812 -0.1245 -0.5820 -0.46
O 1.4002 0.2155 3.3756 -1.2930 0.2843 -2.0588 -0.47
H -1.3428 1.1470 2.6342 0.1292 -0.0440 -0.0266 0.39
H 1.4901 1.1447 0.4649 -0.0719 -0.1867 0.1882 0.43
H 1.5874 -0.6928 0.3032 0.1874 0.0663 0.0525 0.36
H -1.7312 -1.0816 0.0482 0.1064 0.0445 -0.1070 0.31
H -0.3012 -2.0024 0.6085 -0.0436 -0.0843 -0.0029 0.33
H -1.4747 -1.3430 1.7718 -0.0106 -0.0446 -0.1198 0.35
H -0.1433 -1.6248 -2.1692 0.0545 0.0392 0.0556 0.24
H 0.3380 -0.4938 -3.4425 -0.0792 -0.0191 0.1679 0.40
H 1.5373 -1.0950 -2.2975 -0.0995 -0.0301 0.0465 0.28
H -0.6220 2.2558 -1.0133 0.2767 -0.0058 0.0078 0.27
H -0.5290 1.8388 -2.8103 -0.4236 -0.3589 0.1460 0.30
```
Forces are in eV/Å.

ΔE to the lowest compared entry with this formula, charge and spin	504.7	kJ/mol
F_max	6.3	eV/A
E	-11981.0372	eV
lowest unoccupied orbital energy	0.499	eV
HOMO level	-0.298	Eh
gap between HOMO and LUMO	0.31659	hartree
net charge	0

---

Question: Among the records above, which one has the highest gap between HOMO and LUMO?
Answer: number 5

---

Repeat the seventh record exactly.
Density functional theory data (wB97M-V/def2-TZVPD) for a structure of composition C6H11NO10Rb.

Geometry as XYZ:
```
29
Properties=species:S:1:pos:R:3:forces:R:3:mulliken_charge:R:1
Rb -2.4000 -0.9779 0.3616 -0.8355 -0.1216 -0.5356 0.96
C 6.3070 1.9636 1.5813 -1.1703 0.1378 0.3241 -1.01
C 5.4054 0.7252 1.3995 1.9092 -1.5241 -0.6875 0.57
O 5.7670 -0.4195 1.4103 -1.1286 1.9702 0.4137 -0.38
N 4.0000 0.9852 0.7393 0.5202 0.6664 0.7058 -0.21
H 4.0303 1.8917 0.2950 -0.1456 0.6375 -0.0780 0.38
H 3.8838 0.3412 -0.0301 -0.0749 -0.7651 -0.2037 0.35
C 2.8522 0.9131 1.7449 1.4357 -0.6884 -0.4655 -0.80
H 5.8949 2.7987 2.1477 -0.8112 -0.0597 -0.2310 0.37
H 6.4311 2.2989 0.5516 0.4245 0.1965 -0.0315 0.34
H 7.2499 1.8450 2.1150 -0.0229 -1.0217 -0.5223 0.34
H 3.1822 1.5831 2.5388 -0.7749 0.1133 -0.0011 0.33
H 2.9209 -0.1190 2.0887 -0.4576 0.1186 0.1929 0.35
H 1.9205 1.1184 1.2178 0.1320 0.2266 0.3408 0.38
O -6.5464 1.4926 3.5060 -1.6113 2.6343 1.3301 -0.59
C -6.9733 0.4454 2.7884 -4.8448 -0.6702 -2.4067 0.68
O -8.0996 0.3300 2.3408 -0.9358 0.0930 0.1838 -0.69
O -5.9873 -0.2955 2.6066 2.4280 -3.1076 -1.0774 -0.80
H -5.8274 0.8881 3.3082 5.4018 1.1259 2.0039 0.42
O 0.4836 -0.1515 -2.4575 1.2092 -1.1595 3.0443 -0.45
C 0.1546 0.3632 -3.6253 -4.1069 3.3069 -4.8029 0.63
O -0.9289 0.9996 -3.7340 0.6315 -0.6007 1.6281 -0.72
O 0.9185 0.1824 -4.5882 1.8373 -0.8231 0.3453 -0.73
H 1.3312 -0.4848 -2.7608 0.6630 -0.7385 0.3944 0.28
O -4.6482 -3.6586 -4.0655 1.3018 0.1357 -0.2479 -0.49
C -5.4771 -3.8593 -3.0356 -5.6944 -1.1489 0.8098 0.66
O -5.0711 -3.5591 -1.8810 1.9509 0.4443 0.6552 -0.77
O -6.6086 -4.2406 -3.2862 -1.3642 -0.8919 -0.5307 -0.73
H -4.1653 -3.3996 -3.2772 4.1340 1.5139 -0.5504 0.34
```
Forces are in eV/Å.

ΔE to the lowest compared entry with this formula, charge and spin	659.1	kJ/mol
F_max	7.1	eV/A
E	-29016.2089	eV
lowest unoccupied orbital energy	-1.894	eV
HOMO level	-0.136	Eh
gap between HOMO and LUMO	0.06607	hartree
net charge	-1